Entry from the OMol25 dataset: C7H7N in the gas phase (ωB97M-V with the def2-TZVPD basis set).

```
15
C7H7N | the OMol25 dataset | ωB97M-V with the def2-TZVPD basis set
C -1.84435 -1.06311 -0.02631
C -2.90050 -0.09789 -0.00342
C -0.66330 -0.40643 0.02061
C -2.47706 1.18579 -0.04553
C 0.83877 -0.64413 -0.00809
C 1.40677 0.78141 -0.02631
C 0.15544 1.64709 0.00901
N -0.95141 0.98879 0.03773
H -1.84656 -2.06823 -0.15772
H -4.00044 -0.22642 -0.05685
H 1.06393 -1.10438 0.92501
H 1.31636 -1.04184 -0.94938
H 2.03510 0.94719 0.85582
H 1.87972 0.91699 -0.91315
H 0.08200 2.66234 -0.07757
```

Results
* HOMO (alpha / beta): -7.54 / -7.54 eV
* energy relative to the best compared isomer or geometry (same formula, charge and spin): 365.8 kJ/mol
* spin multiplicity: 1
* total charge: 0
* electronic energy: -325.519383 a.u.
* lowest unoccupied orbital energy (alpha / beta): -0.0167 / -0.0167 Ha
* Kohn-Sham gap (alpha / beta): 7.08 / 7.08 eV